1.
This record from the OMol25 dataset describes a 6-piece molecular cluster, C26H53N4O8S overall. The level of theory is ωB97M-V/def2-TZVPD.

Atoms and positions in Å:
O1 -1.73293 -2.06394 2.83931
S1 -2.67821 -1.21714 3.49283
O2 -3.92459 -1.73562 3.94130
O3 -1.94134 -0.61237 4.79406
C1 -2.97838 0.25076 2.48916
C2 -2.43948 0.16403 1.06637
C3 -0.92284 0.08141 0.87134
C4 -0.19534 1.41982 0.78490
N1 0.28596 1.92232 2.08732
C5 -0.30232 2.87322 2.76467
N2 -1.43184 3.53902 2.39872
C6 -1.64509 4.41358 3.35507
N3 -0.72946 4.35583 4.32299
N4 0.13933 3.36052 3.95529
H1 -1.75304 0.32183 4.68262
H2 -4.06529 0.31658 2.46581
H3 -2.61947 1.13721 3.01692
H4 -2.80461 1.05939 0.55610
H5 -2.93490 -0.67027 0.57519
H6 -0.45585 -0.52613 1.64804
H7 -0.73387 -0.44242 -0.06523
H8 0.70414 1.31628 0.18532
H9 -0.81017 2.20327 0.34529
H10 1.14183 1.51143 2.43265
H11 -2.46690 5.11196 3.37238
H12 -0.62663 4.90619 5.16028
H13 0.93983 3.10758 4.51114
C7 -6.96610 -1.99774 -1.48803
C8 -6.28842 -3.13172 -0.72095
C9 -4.90009 -2.55946 -0.48745
O4 -5.06817 -1.13767 -0.37727
C10 -6.38657 -0.77120 -0.79675
H14 -8.05345 -2.02871 -1.44354
H15 -6.66569 -2.01985 -2.53747
H16 -6.79770 -3.29436 0.23212
H17 -6.25867 -4.07405 -1.26329
H18 -4.23849 -2.77830 -1.33132
H19 -4.43091 -2.92810 0.42665
H20 -6.97935 -0.49734 0.08280
H21 -6.31440 0.09913 -1.45045
C11 4.75498 3.45248 0.78337
C12 4.67723 2.60342 -0.48360
C13 3.71017 1.50577 -0.06626
O5 2.80771 2.11841 0.87694
C14 3.31716 3.39684 1.27390
H22 5.08848 4.47188 0.59988
H23 5.42721 2.99247 1.51083
H24 4.26290 3.19811 -1.30021
H25 5.64077 2.20780 -0.80063
H26 4.21601 0.67233 0.42369
H27 3.12355 1.10301 -0.89165
H28 2.71456 4.18369 0.80719
H29 3.23586 3.49079 2.36170
C15 6.37189 7.00013 -2.77309
C16 5.16248 7.90151 -3.01995
C17 4.00956 6.97668 -2.65085
O6 4.50600 6.11124 -1.62329
C18 5.92700 6.23364 -1.53623
H30 7.30089 7.54523 -2.61657
H31 6.51268 6.31758 -3.61329
H32 5.18942 8.76223 -2.34900
H33 5.09269 8.26829 -4.04242
H34 3.69712 6.37107 -3.50762
H35 3.13813 7.50843 -2.26740
H36 6.17985 6.77974 -0.62047
H37 6.36312 5.23474 -1.47436
C19 -4.11655 -8.32559 -1.56790
C20 -5.11575 -8.06638 -0.44134
C21 -5.10706 -6.54560 -0.37168
O7 -4.84613 -6.08265 -1.69915
C22 -4.42458 -7.17639 -2.51914
H38 -4.23185 -9.30035 -2.03896
H39 -3.09432 -8.24528 -1.19268
H40 -6.10601 -8.42769 -0.72531
H41 -4.84157 -8.53013 0.50469
H42 -4.31408 -6.18254 0.29140
H43 -6.05680 -6.13016 -0.03201
H44 -5.23249 -7.43870 -3.20979
H45 -3.56056 -6.85900 -3.10389
C23 3.87928 -3.93811 -1.16418
C24 5.15788 -3.18405 -1.52560
C25 4.67905 -1.73905 -1.49250
O8 3.64860 -1.68211 -0.50166
C26 3.26001 -3.00923 -0.12909
H46 4.05804 -4.93841 -0.77393
H47 3.22978 -4.02244 -2.03752
H48 5.92265 -3.34925 -0.76435
H49 5.57252 -3.46448 -2.49222
H50 4.26327 -1.43763 -2.45992
H51 5.46642 -1.03332 -1.22038
H52 3.64139 -3.22468 0.87433
H53 2.17084 -3.05919 -0.10268

Forces on the atoms, in the same order (eV/Å):
-0.019 -0.068 0.018
0.026 0.135 -0.099
-0.029 -0.068 0.014
0.007 -0.121 0.068
-0.069 0.043 0.005
0.018 0.038 -0.033
0.001 0.081 0.141
0.107 0.003 -0.047
-0.410 -0.205 0.063
0.073 0.187 0.088
0.052 -0.033 0.150
0.072 -0.096 -0.134
-0.224 0.019 -0.197
0.045 -0.081 0.016
0.017 0.106 -0.008
-0.021 0.026 -0.017
0.069 -0.035 0.036
-0.094 -0.051 -0.067
0.046 -0.027 -0.003
-0.010 -0.081 -0.077
-0.006 0.006 -0.041
0.033 0.070 -0.014
-0.032 -0.029 -0.022
0.147 0.135 -0.142
0.017 0.040 0.075
0.091 -0.059 0.023
0.018 0.061 0.007
0.050 0.007 -0.020
-0.100 -0.025 0.040
0.004 -0.045 -0.019
0.060 0.058 0.062
-0.035 -0.019 -0.013
-0.001 -0.003 0.012
0.001 0.003 0.001
0.017 0.008 0.007
0.021 0.025 -0.043
-0.006 -0.006 -0.002
0.001 0.008 0.008
-0.002 -0.006 0.000
0.009 0.002 0.003
0.088 0.015 0.028
-0.067 0.046 -0.029
0.092 0.000 -0.028
-0.003 -0.013 0.179
0.006 0.044 -0.095
-0.029 0.005 -0.018
-0.022 -0.011 0.009
0.004 0.007 0.005
0.007 -0.005 0.021
0.002 -0.005 -0.007
-0.011 -0.014 0.011
0.016 0.011 0.007
0.002 -0.022 0.005
-0.072 0.001 -0.033
0.005 0.000 0.016
0.015 0.018 -0.025
-0.053 -0.064 0.020
0.081 -0.012 0.053
-0.008 0.014 0.005
-0.001 -0.003 0.003
-0.002 -0.002 0.002
0.006 -0.007 -0.005
0.006 0.003 -0.004
-0.002 -0.007 0.006
0.031 0.003 -0.010
-0.012 -0.007 0.006
0.005 0.010 0.012
-0.001 -0.005 -0.053
0.030 -0.003 0.051
-0.022 0.021 0.007
0.006 -0.017 -0.004
-0.009 -0.002 0.003
0.000 0.005 -0.001
-0.002 0.004 0.001
0.016 -0.001 -0.004
-0.011 -0.018 0.023
0.002 0.014 -0.005
-0.001 -0.009 0.004
-0.005 0.009 -0.003
-0.003 0.012 -0.014
0.001 -0.005 0.018
0.003 -0.012 -0.011
-0.038 0.019 0.022
0.007 -0.025 -0.007
0.011 0.001 0.001
-0.003 0.004 0.001
-0.001 0.005 0.002
-0.009 -0.006 -0.004
0.004 -0.005 -0.003
-0.004 0.005 0.002
0.002 -0.005 -0.003
-0.002 0.009 0.003

Output
Orbital gap = 0.2905 Ha
Total charge = +1
LUMO level = -0.1063 hartree
Highest occupied orbital energy = -10.80 eV

2.
This record from the OMol25 dataset describes C44H47CrIN3O4S6 as an isolated structure. The level of theory is ωB97M-V/def2-TZVPD.

Atoms and positions in Å:
Cr1 -0.37463 1.37161 -1.19886
C1 0.62206 -2.53355 2.07558
C2 1.62941 -1.44183 1.69034
C3 2.95155 -2.07102 1.26559
C4 1.75496 -0.46336 2.83413
C5 2.74302 -0.60532 3.79309
C6 2.79906 0.23719 4.89370
C7 1.83800 1.21904 5.03536
C8 0.82744 1.40749 4.09314
C9 -0.20224 2.49592 4.34238
C10 -1.34723 1.97007 5.21816
C11 0.37629 3.74868 5.00121
C12 0.79482 0.56759 2.95528
N1 -0.06193 0.75931 1.86777
C13 -1.32574 0.88208 1.99346
C14 -2.33626 1.21868 1.02406
C15 -3.65565 1.26461 1.45361
C16 -4.44265 1.48162 0.32763
C17 -3.57503 1.55243 -0.76414
N2 -2.27730 1.43627 -0.34838
C18 -4.06819 1.54754 -2.20175
C19 -3.32522 2.51230 -3.12360
C20 -5.55490 1.92549 -2.23707
C21 -3.92966 0.11542 -2.74695
H1 0.52071 -3.26827 1.27246
H2 -0.36727 -2.11021 2.25570
H3 0.96365 -3.05155 2.97735
H4 1.22204 -0.89341 0.84071
H5 3.31788 -2.78056 2.01496
H6 3.72324 -1.31682 1.10050
H7 2.80901 -2.61750 0.32982
H8 3.48928 -1.38248 3.67905
H9 3.59002 0.13349 5.62739
H10 1.88096 1.87105 5.89917
H11 -0.60699 2.80136 3.37499
H12 -0.96981 1.73793 6.21884
H13 -1.78584 1.05722 4.81713
H14 -2.13719 2.71970 5.31498
H15 0.69456 3.55610 6.02895
H16 -0.38832 4.52852 5.04004
H17 1.22645 4.13219 4.44121
H18 -1.79713 0.67659 2.95891
H19 -3.97986 1.11517 2.47341
H20 -5.51776 1.54580 0.29558
H21 -3.13374 3.46914 -2.63737
H22 -3.91916 2.68888 -4.02577
H23 -2.36938 2.10523 -3.43435
H24 -5.71841 2.93689 -1.85673
H25 -6.16517 1.23218 -1.65615
H26 -5.90208 1.88846 -3.27272
H27 -2.92317 -0.26359 -2.57400
H28 -4.10674 0.09542 -3.82647
H29 -4.64601 -0.54971 -2.25732
I1 2.38018 0.81272 -1.30935
C22 2.73352 2.10002 0.29191
C23 3.98530 2.17649 0.83027
C24 4.24312 3.11782 1.84753
C25 3.25704 3.97432 2.23757
C26 1.96089 3.91682 1.66602
C27 0.97349 4.85965 2.03277
C28 -0.27249 4.77736 1.48484
C29 -0.59457 3.74634 0.57939
C30 0.31710 2.79035 0.17697
C31 1.64628 2.91938 0.69976
H30 4.77542 1.52823 0.47413
H31 5.22867 3.16768 2.29455
H32 3.44713 4.72188 3.00084
H33 1.22810 5.63375 2.74883
H34 -1.03315 5.50365 1.75276
H35 -1.60479 3.71103 0.19102
S1 0.92698 3.70574 -8.26929
C32 0.60704 3.14414 -6.73139
S2 0.24185 1.50999 -6.35909
C33 0.04663 1.66842 -4.62643
C34 0.21255 2.91839 -4.14368
S3 0.03559 3.41552 -2.47705
S4 0.61341 4.13639 -5.33156
S5 -0.27448 0.28572 -3.63226
C35 3.78612 -6.04821 -0.38716
C36 2.69548 -5.76664 -1.38328
C37 1.47809 -6.43215 -1.32175
C38 0.46668 -6.15857 -2.23316
C39 0.67760 -5.20957 -3.21631
C40 1.89176 -4.53845 -3.30396
C41 2.89001 -4.81928 -2.39032
S6 -0.64181 -4.75360 -4.31169
O1 -0.07312 -4.53772 -5.61283
O2 -1.67446 -5.73416 -4.11896
N3 -1.19964 -3.31685 -3.80810
C42 -1.69905 -3.14427 -2.43604
C43 -0.60549 -2.85798 -1.39145
C44 -1.04515 -1.68537 -0.50643
O3 -1.87630 -1.85692 0.37624
O4 -0.50797 -0.59006 -0.90275
H36 3.46349 -6.77979 0.35330
H37 4.07168 -5.13706 0.13935
H38 4.67819 -6.43571 -0.88406
H39 1.31156 -7.16596 -0.54167
H40 -0.48911 -6.66239 -2.18309
H41 2.03968 -3.79366 -4.07600
H42 3.83181 -4.28529 -2.44546
H43 -0.64247 -2.54054 -4.15768
H44 -2.27661 -4.03284 -2.18385
H45 -2.40430 -2.31363 -2.47915
H46 0.30943 -2.56286 -1.90574
H47 -0.40070 -3.73770 -0.78102

Forces on the atoms, in the same order (eV/Å):
-0.462 -0.088 -0.689
0.019 0.046 0.034
-0.014 -0.058 0.049
0.016 -0.033 -0.006
-0.002 0.025 -0.036
0.014 0.000 0.028
0.013 0.004 -0.017
0.001 -0.006 0.012
0.039 0.012 -0.052
-0.047 -0.043 -0.048
0.012 -0.004 0.039
0.017 -0.025 0.045
-0.049 -0.119 0.138
-0.014 0.023 -0.032
-0.034 -0.171 0.022
0.031 0.020 -0.021
-0.020 0.000 0.029
-0.045 0.018 0.047
0.095 0.043 0.000
-0.030 -0.132 0.083
0.019 -0.039 0.009
0.082 0.105 0.028
-0.016 -0.009 -0.037
-0.024 -0.006 -0.011
-0.005 0.007 0.027
0.094 -0.053 0.000
0.024 -0.020 0.020
-0.053 -0.012 0.013
0.014 -0.007 -0.021
0.015 0.030 -0.013
0.001 -0.026 -0.007
-0.012 -0.013 0.003
-0.011 -0.013 0.017
-0.001 0.001 0.000
-0.029 -0.036 0.006
0.000 0.005 0.009
0.000 0.051 0.068
-0.003 0.001 0.003
-0.027 -0.004 0.011
0.011 0.015 -0.033
0.021 -0.035 0.065
0.037 0.040 -0.026
-0.005 0.001 0.002
0.039 0.005 0.016
-0.031 0.042 0.003
0.031 -0.028 -0.011
0.159 -0.013 -0.002
0.011 -0.005 0.005
0.005 0.012 -0.030
-0.008 0.005 0.001
0.011 0.082 -0.014
-0.043 0.006 -0.003
0.042 -0.020 0.032
0.173 -0.008 -0.043
-0.049 -0.012 -0.002
-0.004 -0.007 0.015
0.012 -0.009 0.006
-0.038 -0.006 0.004
0.047 -0.006 -0.056
-0.054 0.055 -0.051
0.031 0.051 -0.002
0.069 -0.046 -0.057
-0.037 0.220 0.092
0.037 0.075 -0.049
-0.002 -0.007 0.010
-0.004 -0.010 0.008
0.014 0.013 -0.007
-0.012 0.010 -0.040
-0.003 -0.002 -0.005
0.003 0.016 -0.003
-0.009 -0.009 0.014
0.019 0.014 0.001
-0.003 -0.005 0.029
0.160 0.007 -0.058
-0.170 0.068 0.027
-0.010 -0.106 0.083
-0.044 -0.010 -0.032
-0.104 -0.113 0.297
0.003 -0.007 -0.001
-0.012 0.019 -0.026
0.011 -0.010 -0.002
-0.016 0.004 0.001
0.010 0.072 -0.009
0.000 -0.003 0.012
-0.009 -0.006 0.019
-0.101 0.110 -0.052
0.027 -0.007 0.029
-0.014 -0.015 0.058
0.157 -0.193 -0.013
-0.078 0.019 -0.072
0.019 0.015 0.099
-0.258 -0.049 -0.398
0.110 0.073 -0.060
0.261 0.189 0.451
0.003 0.002 -0.002
0.007 0.033 0.023
0.000 0.003 0.006
-0.003 -0.001 0.001
0.004 0.001 0.007
0.001 0.002 0.000
-0.001 0.003 -0.002
-0.068 0.096 -0.013
-0.005 0.006 -0.018
0.047 -0.037 0.011
0.030 -0.034 0.013
-0.034 -0.037 0.003

Output
Spin multiplicity = 4
Orbital gap (spin up / spin down) = 0.2047 / 0.2093 Ha
Total charge = -2
LUMO level (spin up / spin down) = 0.1365 / 0.1365 hartree
Highest occupied orbital energy (spin up / spin down) = -1.86 / -1.98 eV
⟨S²⟩ = 3.83

no.,DFT total energy (Ha)
1,-2241.28905
2,-5901.58243